1.
{
  "formula": "C41H46BDyN8S5",
  "method": "ωB97M-V with the def2-TZVPD basis set",
  "species": ["H", "C", "C", "B", "C", "H", "H", "C", "N", "C", "H", "H", "C", "H", "H", "C", "C", "C", "H", "H", "H", "H", "C", "Dy", "H", "C", "H", "H", "H", "S", "C", "C", "H", "H", "C", "C", "H", "N", "N", "H", "S", "H", "C", "C", "C", "S", "C", "H", "H", "H", "C", "N", "H", "N", "C", "C", "H", "C", "H", "H", "C", "C", "C", "H", "H", "H", "N", "H", "H", "C", "H", "C", "H", "H", "H", "H", "S", "H", "N", "H", "H", "H", "C", "C", "H", "H", "C", "C", "H", "C", "S", "C", "H", "C", "C", "C", "C", "C", "N", "C", "H", "C"],
  "coordinates": [[2.580, 4.256, -0.238], [0.414, 3.296, -4.219], [0.922, 2.158, -2.002], [1.684, 1.980, 0.656], [0.655, 4.692, -4.793], [-1.370, 2.163, -3.652], [6.553, 0.415, -1.249], [5.414, -2.305, 0.593], [1.013, 3.196, -2.867], [-0.586, 2.132, 1.767], [7.605, 0.330, 1.031], [1.758, 2.965, 1.311], [1.077, 2.269, -5.140], [-3.028, 6.596, -0.870], [-0.062, -1.577, 5.873], [3.827, 1.635, 1.926], [6.237, -0.616, -1.113], [-2.722, -2.388, -0.261], [-0.749, 3.072, 1.280], [0.258, 5.466, -4.142], [-2.958, 0.357, 4.525], [5.257, -2.477, 1.657], [-1.014, -8.646, -0.361], [0.372, -0.947, -0.349], [-1.712, 1.073, 5.581], [-3.006, -0.980, -0.318], [0.502, 0.082, 5.747], [-0.215, -9.363, -0.362], [-2.241, -1.453, 2.806], [-3.364, -7.650, -0.371], [-5.156, -2.811, -0.317], [-3.439, 5.607, -0.861], [-0.727, -2.330, 3.133], [-5.553, 5.953, -1.032], [4.977, 0.931, 1.859], [-0.820, -7.259, -0.292], [-2.751, -9.984, -0.477], [2.987, 1.213, 0.917], [0.383, 1.240, 1.320], [6.153, -3.015, 0.232], [1.355, -1.183, 2.121], [-5.903, 3.395, -0.871], [-3.813, -3.291, -0.261], [7.200, -0.669, 1.171], [0.370, 0.212, 2.231], [0.177, 0.680, -2.448], [-3.563, 1.732, -0.583], [2.145, 2.470, -5.213], [-5.951, -3.538, -0.303], [0.156, -6.809, -0.237], [-2.002, -6.548, -0.293], [4.870, 0.062, 0.805], [-6.422, -1.114, -0.500], [1.512, 2.491, -0.820], [-1.103, 3.102, -4.120], [0.220, -0.797, 5.173], [7.950, -1.374, 0.821], [-1.221, -4.151, -0.250], [-2.329, -0.534, 5.904], [-5.643, 1.161, -0.566], [-4.749, 5.247, -0.929], [-5.415, -1.492, -0.424], [-2.064, 0.159, 5.111], [-1.519, 3.108, -5.125], [-0.179, -4.464, -0.251], [7.051, -0.859, 2.231], [-1.433, -2.839, -0.247], [7.046, -1.267, -1.423], [3.547, 2.398, 2.620], [-2.267, 1.190, -0.489], [1.981, 5.113, -2.709], [5.921, -0.880, 0.360], [1.082, -1.147, 4.617], [5.846, 0.999, 2.478], [0.935, 1.250, -4.788], [4.481, -2.492, 0.065], [-2.397, 4.255, -0.715], [1.706, 4.878, -4.988], [-0.558, 0.447, 3.184], [-1.546, 3.921, -3.558], [5.382, -0.808, -1.751], [0.639, 2.348, -6.131], [3.648, 0.229, 0.258], [1.725, 4.186, -2.247], [-4.386, -5.342, -0.225], [0.130, 4.761, -5.740], [-1.524, -1.739, 3.579], [-1.160, 1.647, 2.884], [-1.423, 1.862, -0.594], [-3.756, 3.153, -0.720], [3.014, -0.656, -1.063], [-0.968, -0.483, 4.264], [-1.937, 2.073, 3.481], [2.029, 3.760, -1.007], [-4.932, 3.855, -0.846], [-3.553, -4.656, -0.232], [-2.243, -5.132, -0.249], [-2.331, -8.999, -0.414], [-1.981, -0.091, -0.312], [-4.618, 0.827, -0.528], [-2.034, -2.354, 4.311], [-4.353, -0.540, -0.430]],
  "mulliken_charge": [0.719, 0.969, 0.252, -0.507, -2.168, 0.324, 0.389, -1.448, 0.675, -1.438, 0.480, -0.173, -1.485, 0.472, 0.483, -1.331, -1.505, -0.012, 1.121, 0.493, 0.467, 0.387, -0.543, -0.147, 0.496, -0.605, 0.407, 0.417, 0.296, -0.178, -1.338, -0.493, 0.343, 0.451, -0.298, -0.504, 0.461, 0.322, 0.782, 0.497, -0.316, 0.460, 0.861, -2.115, 0.401, -0.166, -0.473, 0.391, 0.501, 0.381, 0.318, 0.490, 0.508, 1.434, -1.391, -1.573, 0.454, -0.866, 0.442, 0.473, -0.746, -0.855, -2.060, 0.560, 0.388, 0.490, 0.186, 0.503, 0.700, 1.034, 0.594, 1.033, 0.327, 0.547, 0.275, 0.255, 0.128, 0.485, 0.463, 0.273, 0.344, 0.499, 0.230, -0.324, 0.488, 0.455, -1.540, -0.693, -0.791, 0.667, -0.177, 1.100, 0.633, -1.478, -0.518, -0.481, 0.792, -0.362, 0.370, -0.920, 0.581, 0.799],
  "multiplicity": 6,
  "lumo_ev": [-5.686, -5.657],
  "total_charge": 2,
  "homo_energy_ev": [-12.4, -12.4],
  "max_force_ev_per_a": 1.178,
  "s_squared": 9.3428,
  "homo_lumo_gap_ev": [6.682, 6.711],
  "total_energy_ha": -4928.67208
}

2.
{
  "formula": "C41H46BFeN8P2S2",
  "method": "ωB97M-V with the def2-TZVPD basis set",
  "species": ["C", "H", "C", "H", "C", "C", "H", "C", "B", "S", "H", "C", "C", "H", "H", "H", "N", "H", "C", "H", "H", "H", "C", "H", "C", "H", "C", "H", "C", "H", "H", "C", "H", "C", "C", "C", "H", "C", "C", "C", "C", "H", "H", "C", "C", "H", "H", "H", "H", "H", "C", "C", "N", "H", "C", "H", "S", "H", "C", "P", "H", "N", "N", "C", "H", "H", "C", "C", "C", "P", "Fe", "C", "N", "H", "H", "H", "C", "H", "H", "H", "H", "N", "H", "C", "C", "C", "H", "H", "C", "H", "C", "C", "N", "H", "H", "H", "C", "C", "H", "C", "N"],
  "coordinates": [[-4.065, 1.479, -1.166], [3.346, -1.212, 5.620], [2.444, -1.764, 5.352], [-1.342, 3.478, -1.462], [-2.782, 1.970, -0.915], [-2.063, -2.889, -3.890], [1.219, 4.971, 0.448], [-3.144, 3.675, -2.583], [3.101, -3.393, -0.768], [2.423, -0.211, -1.490], [5.444, 2.387, 1.713], [1.091, 3.395, -1.021], [4.071, 2.773, 3.320], [-3.544, 2.589, 2.073], [-1.027, -2.823, -4.202], [-5.475, -0.616, 4.140], [0.981, -0.499, 1.490], [-1.035, 3.248, 1.124], [4.405, 2.471, 2.005], [-2.700, -3.062, -4.757], [2.078, -0.714, -5.696], [1.243, 3.863, -4.373], [2.712, -1.425, 2.869], [1.168, -5.299, 3.071], [-1.044, -3.853, 2.226], [2.494, -4.757, -3.160], [2.068, 2.382, 1.433], [2.815, -1.096, 0.755], [0.705, -3.389, 0.487], [-3.956, -2.366, -1.974], [-5.148, 1.805, 3.769], [0.661, -0.792, 3.848], [0.697, 2.744, 3.047], [2.342, -4.599, 1.327], [2.123, -2.901, -4.294], [1.108, 3.087, -2.378], [1.383, 6.767, -1.227], [2.216, -1.013, 1.650], [2.351, -1.612, -2.503], [-4.756, -0.275, 3.406], [1.736, 2.681, 2.749], [3.326, -5.029, 1.370], [-5.869, 1.689, -2.301], [2.371, -3.691, -3.225], [1.292, -4.732, 2.165], [2.746, 0.306, -4.405], [-0.960, -4.062, 3.291], [-3.958, -0.603, -2.221], [3.796, -2.549, -0.268], [-0.743, 0.041, 2.487], [3.409, 2.277, 1.063], [-4.873, 2.074, -2.121], [2.537, -2.884, -2.122], [-2.160, -3.712, -3.179], [1.301, 5.736, -1.548], [-2.529, -1.472, 1.149], [-0.325, -2.387, -0.482], [1.400, 6.215, -3.636], [-4.412, 3.174, -2.833], [-1.707, 1.101, 0.262], [-4.190, -2.258, 2.819], [-0.691, 2.318, 0.906], [2.120, -1.600, -3.828], [-3.663, 1.525, 2.252], [1.986, -3.131, -5.336], [3.682, 2.039, 0.040], [2.739, 2.880, 3.690], [1.931, -1.326, 4.014], [-2.330, 3.074, -1.632], [0.825, 2.062, 0.161], [0.345, -0.099, -0.413], [-3.810, -1.566, -2.704], [-2.460, -1.633, -3.255], [-4.532, -1.670, -3.513], [-5.046, 3.646, -3.573], [1.031, 2.052, -2.687], [-3.104, -0.758, 1.730], [-1.408, -2.842, 2.084], [0.994, 0.039, -4.499], [-1.738, -4.557, 1.767], [3.716, -1.828, 2.913], [0.277, -3.969, 1.638], [3.704, -4.412, -0.990], [-2.909, 0.603, 1.524], [-4.033, -1.198, 2.666], [1.970, -0.413, -4.657], [-2.782, 4.537, -3.128], [4.852, 2.928, 4.052], [1.200, 4.725, -0.608], [1.704, -1.609, 6.136], [-4.573, 1.088, 3.199], [1.224, 4.104, -3.318], [1.973, -3.771, 0.291], [2.709, -2.823, 5.333], [-4.451, 0.644, -0.592], [-0.006, -0.672, 4.693], [-1.534, -0.853, -2.755], [1.313, 5.423, -2.903], [2.476, 3.118, 4.713], [0.238, -0.390, 2.596], [-0.733, -0.129, -2.333]],
  "mulliken_charge": [-1.448, 0.347, -1.659, 0.173, 0.978, -0.770, 0.433, -0.795, 0.100, -0.236, 0.479, 0.190, -0.603, 0.441, 0.210, 0.414, 3.043, 0.457, -0.730, 0.363, 0.380, 0.464, -1.121, 0.527, -0.820, 0.576, 0.546, 0.339, -1.040, 0.302, 0.445, -1.476, 0.341, -0.804, -0.769, 0.639, 0.433, -0.907, -0.603, -0.552, -0.353, 0.559, 0.437, -0.496, -0.598, 0.369, 0.322, -0.066, -0.018, -0.075, -0.471, -0.242, 0.248, 0.274, -0.782, 0.720, -0.132, 0.419, -0.681, 0.013, 0.495, 0.337, 0.308, -0.683, 0.473, 0.347, -0.709, 0.804, -0.599, 0.271, 1.881, -0.507, 0.043, 0.359, 0.405, -0.066, 0.146, 0.131, 0.215, 0.302, 0.522, 0.485, -0.215, 0.264, -1.036, -0.835, 0.482, 0.421, -0.609, 0.422, -0.873, -0.726, 0.487, 0.351, 0.697, 0.467, 0.084, -0.587, 0.456, -0.602, -0.340],
  "multiplicity": 1,
  "lumo_ev": [-1.611, -1.619],
  "total_charge": 1,
  "homo_energy_ev": [-9.7, -9.8],
  "max_force_ev_per_a": 0.687,
  "homo_lumo_gap_ev": [8.122, 8.147],
  "total_energy_ha": -4795.63553,
  "e_above_lowest_ev": 0.0000
}

Q: What is the formula in the second record?
A: C41H46BFeN8P2S2